# 1
Density functional theory data (the ωB97M-V functional and the def2-TZVPD basis) for the molecule C3H9NO.

Values from the calculation:
SMILES: CNCOC
Relative energy (zero: lowest compared OMol25 entry of this formula, charge and spin) (kcal/mol): 36.3
2S+1: 1
Energy (Eh): -249.655798

Each line ends with the Mulliken charge.
CARTESIAN COORDINATES (ANGSTROEM)
O -0.46409 -1.31295 0.12379  -0.345
N 0.40667 0.92094 0.08893  -0.318
C 0.24547 -0.29753 0.81601  -0.398
C 1.67986 1.10782 -0.61405  -0.857
C -1.84818 -1.07154 -0.03944  -0.664
H 1.18623 -0.79028 0.99925  0.290
H 2.45339 1.47725 0.06729  0.267
H -0.25750 -0.12839 1.77615  0.327
H -2.04260 -0.03448 -0.33968  0.297
H -2.36565 -1.23778 0.90390  0.261
H -0.33167 1.02721 -0.59068  0.245
H 2.06126 0.19952 -1.09599  0.313
H 1.51294 1.90311 -1.32420  0.350
H -2.23613 -1.76289 -0.77129  0.230

***

# 2
Density functional theory data (the ωB97M-V functional and the def2-TZVPD basis) for the ion C6H19BOP with charge -1.

Values from the calculation:
Charge: -1
2S+1: 1
Energy (Eh): -681.365475

Each line ends with the Mulliken charge.
CARTESIAN COORDINATES (ANGSTROEM)
P 0.36049 0.90240 -0.07984  -0.081
O 2.66426 2.02529 -1.44195  -0.649
C -1.51752 0.85833 0.29718  -1.247
C 3.46175 0.08623 -0.06374  -0.456
C -2.20133 -1.13733 -1.09506  -1.402
C 3.17242 -1.05776 0.91102  -1.108
C -3.57971 -0.48887 0.90713  -1.635
C -2.16912 -0.51872 0.30780  1.159
B 2.26847 1.00530 -0.55882  0.763
H -3.60554 0.06830 1.84853  0.418
H -3.95888 -1.50114 1.09933  0.382
H -3.00128 -1.88404 -1.18723  0.430
H 2.26034 -1.58768 0.62897  0.254
H -1.62413 1.34218 1.27892  0.305
H -1.25095 -1.61814 -1.33584  0.263
H -2.36790 -0.36541 -1.85354  0.310
H -1.54454 -1.16510 0.94288  0.183
H 0.68048 0.93978 1.41842  -0.169
H 0.24899 2.39714 -0.14595  -0.154
H 3.99384 -0.27049 -0.95895  0.279
H 0.42686 -0.60911 -0.01351  -0.438
H 3.99547 -1.77959 0.96064  0.338
H 4.17317 0.79690 0.39361  0.242
H -1.98936 1.50253 -0.45928  0.350
H 0.05103 0.83562 -1.60717  -0.210
H -4.27681 0.00089 0.21533  0.313
H 2.32252 1.89669 -2.33062  0.298
H 3.00695 -0.67422 1.92173  0.260

***

Number 1: HOMO-LUMO gap 10.090 eV. Number 2: HOMO-LUMO gap 6.017 eV.